The following is a quantum chemistry calculation of 4 unconnected molecules or ions with the total composition C2H10O4 in a non-equilibrium geometry, from OMol25.

```
16
Properties=species:S:1:pos:R:3:forces:R:3:mulliken_spin:R:1
C -0.54508 -2.16923 -1.31151 1.19 0.95 -0.04 0.513
C -1.61994 -1.47300 -1.85330 -2.08 -0.49 -0.70 0.202
O -2.05861 -1.57960 -3.05803 0.20 0.76 -0.03 0.208
H -0.30366 -1.96290 -0.27820 -0.04 -0.36 0.12 0.036
H 0.18844 -2.65528 -1.94512 -0.18 -0.32 0.08 0.028
H -2.38535 -0.92892 -1.30312 0.43 0.06 0.47 0.021
H -1.46576 -1.86022 -3.76862 0.41 -0.59 -0.02 -0.008
H 5.75458 -2.43454 4.02841 -1.16 -0.35 -0.35 0.000
H 5.26271 -1.46480 4.93794 -1.08 -0.02 -0.03 0.000
O 4.86834 -2.10363 4.30955 2.22 0.38 0.36 0.000
H 1.22533 4.17051 2.87917 0.16 0.27 -0.05 0.000
H 2.21623 5.20844 2.27480 -0.99 -0.20 0.40 0.000
O 1.29240 5.09107 2.59217 0.83 -0.07 -0.35 0.000
H -2.71765 1.45763 -1.05176 -0.60 0.82 -0.38 0.000
H -3.61027 1.77074 -2.38268 0.17 0.32 0.66 0.000
O -3.03323 1.16038 -1.91224 0.51 -1.16 -0.15 0.000
```
Positions in Å, forces in eV/Å.

Computed properties:
**Multiplicity**: 2
**E_HOMO (alpha / beta)**: -13.307 / -13.307 eV
**Total charge**: +1
**Molecular weight**: 98.10 g mol⁻¹
**Relative energy (zero: lowest compared OMol25 entry of this formula, charge and spin)**: 106.0 kJ/mol
**Gap between HOMO and LUMO (alpha / beta)**: 8.568 / 4.689 eV